102
Properties=species:S:1:pos:R:3 method="wB97M-V/def2-TZVPD" charge=+1 spin_multiplicity=3 energy_ev=-179354.0689 s_squared=2.00 orbital_gap_ha="0.24093 / 0.24147" homo_ev="-9.594 / -9.606"
Pr 0.14254 -0.73147 0.83894
C -2.04935 -5.91091 1.36612
C -3.21080 -5.17661 0.68412
N -3.25882 -3.76326 1.01437
C -2.43827 -2.85861 0.43660
S -2.63586 -1.20136 0.98379
N -1.62377 -3.34329 -0.46361
N -0.66092 -2.46618 -0.86184
C -0.02482 -2.75847 -1.94916
C -0.37126 -3.94376 -2.78370
C 1.04373 -1.81693 -2.37283
C 1.38438 -1.72640 -3.71169
C 2.35733 -0.83567 -4.10595
C 3.01879 -0.08041 -3.15315
C 2.64259 -0.25757 -1.83287
N 1.66012 -1.06195 -1.44086
H -2.03164 -6.95602 1.04513
H -2.16814 -5.89433 2.45286
H -1.08551 -5.46449 1.11271
H -4.16454 -5.61432 0.95612
H -3.10608 -5.28065 -0.38872
H -4.02851 -3.40819 1.56249
H -0.63210 -4.75777 -2.10334
H 0.44368 -4.27347 -3.42964
H -1.27862 -3.73778 -3.37100
H 0.85399 -2.33456 -4.42979
H 2.60303 -0.73227 -5.16256
H 3.82052 0.59552 -3.42136
H 3.18160 0.27047 -1.05195
S -1.46476 0.74696 -1.32734
C -1.24753 2.38224 -1.35239
N -2.25007 3.24026 -1.52080
C -2.01880 4.66254 -1.63476
C -0.73911 4.91725 -2.37665
N 0.35596 4.19453 -1.73127
C 1.62964 4.90015 -1.72436
C 1.65351 6.02571 -0.71503
C 1.20339 5.87455 0.59763
C 1.29123 6.93075 1.48866
C 1.81522 8.15342 1.07652
C 2.26524 8.30814 -0.21632
C 2.17707 7.24675 -1.10608
C 0.17383 3.00797 -1.18682
S 1.33226 2.15773 -0.33769
C -3.62740 2.74489 -1.63595
C -3.90687 2.06361 -2.95527
C -4.55643 0.83716 -3.01036
C -4.85035 0.25065 -4.22731
C -4.50399 0.88153 -5.40370
C -3.83797 2.10243 -5.36714
C -3.54114 2.68836 -4.14598
H -1.98859 5.09743 -0.63086
H -2.86773 5.07697 -2.16024
H -0.49061 5.97002 -2.35083
H -0.82393 4.58146 -3.42393
H 1.76026 5.31737 -2.72822
H 2.39464 4.14678 -1.53176
H 0.80808 4.92640 0.95627
H 0.91802 6.80166 2.49089
H 1.86651 8.95616 1.79910
H 2.66408 9.25906 -0.55617
H 2.49855 7.41053 -2.13476
H -4.26532 3.60897 -1.48399
H -3.79078 2.06707 -0.80611
H -4.82291 0.31680 -2.08838
H -5.34717 -0.71430 -4.24031
H -4.70265 0.40031 -6.35711
H -3.55512 2.58078 -6.30708
H -3.03062 3.65132 -4.13750
N 1.29731 1.05610 2.47155
N -0.13409 1.38039 2.42782
H 1.55217 0.88820 3.44944
H 1.81433 1.88811 2.17942
H -0.25573 2.37146 2.24283
H -0.54317 1.14161 3.33048
C 3.46531 -2.81237 3.39908
Sb 3.00190 -2.06381 1.49148
C 4.98487 -1.70130 0.84423
C 2.79447 -3.90547 0.49323
H 4.41313 -3.34893 3.35889
H 2.67430 -3.48483 3.70960
H 3.49654 -1.97509 4.09760
H 5.61738 -2.58156 1.05583
H 5.40365 -0.82723 1.36304
H 5.02195 -1.49313 -0.23429
H 3.61318 -4.57305 0.72853
H 2.79143 -3.76379 -0.59197
H 1.86940 -4.36335 0.80095
Br 0.98648 -0.65584 5.58944
C 0.55431 -2.53106 5.53663
C 0.76419 -3.24599 6.69620
C 0.52885 -4.60964 6.70129
C 0.11438 -5.27616 5.55318
C -0.09696 -4.56279 4.39088
C 0.12689 -3.18723 4.39646
C -0.02704 -2.46101 3.12041
O -0.31080 -1.23171 3.16321
O 0.18242 -3.04925 2.02712
H 1.11131 -2.74440 7.59145
H 0.69550 -5.15834 7.62946
H -0.05968 -6.34174 5.59827
H -0.40911 -5.02843 3.47244

***

113
Properties=species:S:1:pos:R:3 method="wB97M-V/def2-TZVPD" energy_ev=-127312.4545 smiles="CCOCCOc1c(N=C=O)c2c(c(CC(=O)I)c1[C@H](I)[C@H](C)I)C(=O)N(S(=O)(=O)C(F)(F)C(F)(F)C(F)(F)C(F)(F)F)C2=O.C1CCOC1.C1CCOC1.C1CCOC1.C1CCOC1" orbital_gap_ha=0.25444 homo_ev=-9.168
C 1.02626 -4.02323 3.92403
C 0.76181 -2.51434 4.46893
O 1.60097 -1.50957 3.81605
C 0.84082 -0.32056 3.47967
C 1.64353 1.04579 3.42113
O 2.64619 1.24184 2.40962
C 2.77135 0.21310 1.44574
C 1.63116 0.15075 0.32672
N 0.49342 1.14629 0.36942
C 0.71159 2.00158 -0.61292
O 0.67738 2.90075 -1.48508
C 1.61755 -0.91926 -0.80758
C 2.85504 -1.89290 -0.74846
C 4.04395 -1.87893 0.27259
C 5.19597 -2.96663 0.04741
C 5.90323 -2.87660 -1.43082
O 6.60957 -3.86461 -1.82617
I 5.73234 -1.19365 -2.79620
C 4.02154 -0.78923 1.44824
C 5.23439 -0.74290 2.48970
I 4.71375 -0.35960 4.56480
C 6.33382 0.41128 2.07828
C 5.67614 1.88216 1.92066
I 7.62253 -0.17333 0.41608
C 2.51509 -2.82968 -1.99474
O 3.17684 -3.68654 -2.63649
N 1.09036 -2.57618 -2.44449
S 0.09100 -3.94864 -2.11029
O -0.08955 -4.68564 -3.45435
O 0.84158 -4.93740 -1.22349
C -1.63039 -3.55201 -1.51144
F -2.31167 -2.61695 -2.38812
F -2.38932 -4.78401 -1.64437
C -1.75082 -3.12901 0.03735
F -1.40724 -1.76768 0.32029
F -0.92662 -3.93616 0.92177
C -3.27310 -3.32577 0.61498
F -4.28138 -2.90508 -0.30451
F -3.53633 -4.69073 0.99997
C -3.52202 -2.44921 1.97946
F -2.49735 -2.62779 2.95437
F -4.73323 -3.00541 2.55662
F -3.83164 -1.07788 1.70621
C 0.61979 -1.23728 -2.01228
O -0.27858 -0.47129 -2.45209
H 1.02660 -4.74321 4.82149
H 2.00986 -3.99639 3.33675
H 0.10950 -4.32678 3.27801
H -0.37570 -2.32207 4.31748
H 0.95411 -2.41573 5.60954
H 0.03739 -0.20508 4.32048
H 0.21788 -0.58253 2.52938
H 0.86316 1.90696 3.32202
H 2.14382 1.22208 4.45913
H 6.05950 -2.93787 0.79631
H 4.67865 -4.01071 0.05386
H 5.85199 -1.72966 2.49626
H 7.03033 0.48111 3.00945
H 4.99759 2.12127 2.83651
H 5.14901 2.05758 0.91773
H 6.55752 2.64039 2.00858
C -0.28523 -2.32213 -7.14316
C 0.26541 -2.78411 -5.81289
C 1.60360 -3.37185 -6.21321
O 2.04979 -2.64209 -7.36584
C 0.96382 -1.84497 -7.85465
H -1.04898 -1.54654 -7.05722
H -0.71891 -3.17264 -7.68024
H 0.41819 -1.91966 -5.15683
H -0.37343 -3.49743 -5.29311
H 1.50527 -4.42421 -6.49955
H 2.35039 -3.29538 -5.41894
H 1.18240 -0.79835 -7.61385
H 0.89278 -1.94529 -8.94046
C -5.60441 1.14875 2.48695
C -7.07068 1.49620 2.59886
C -7.10332 2.32103 3.86970
O -5.83429 2.98277 3.96830
C -4.94101 2.40915 3.00385
H -5.29100 0.88707 1.47485
H -5.37136 0.30640 3.14660
H -7.37181 2.11289 1.74527
H -7.72739 0.62507 2.63902
H -7.21892 1.68490 4.75382
H -7.90552 3.06329 3.86725
H -4.80041 3.14121 2.20116
H -3.97247 2.21303 3.47020
C -5.84482 5.12002 6.47869
C -6.45545 5.15813 7.86075
C -5.89189 6.44936 8.41944
O -5.70119 7.33428 7.30754
C -5.84674 6.58508 6.09286
H -6.39229 4.49351 5.77359
H -4.81547 4.75036 6.53781
H -7.54575 5.22924 7.78257
H -6.21325 4.28713 8.47291
H -4.91596 6.28682 8.88946
H -6.55714 6.91584 9.15036
H -6.79896 6.87319 5.63406
H -5.03737 6.83923 5.40444
C 3.50747 3.22632 -8.53658
C 2.90471 2.01202 -7.86843
C 3.80480 0.89894 -8.36588
O 5.10175 1.47534 -8.57344
C 4.98757 2.90281 -8.50267
H 3.26563 4.16744 -8.03881
H 3.16218 3.28872 -9.57424
H 2.99232 2.10547 -6.78050
H 1.85295 1.85164 -8.11358
H 3.45602 0.50472 -9.32631
H 3.87947 0.07136 -7.65614
H 5.44341 3.22886 -7.56126
H 5.53600 3.35739 -9.33110

***

112
Properties=species:S:1:pos:R:3 method="wB97M-V/def2-TZVPD" charge=+1 energy_ev=-122920.7747 orbital_gap_ha=0.03997 homo_ev=-8.326
C 2.76943 4.81910 6.20343
C 2.62320 4.61864 4.67754
C 2.13852 3.15935 4.42502
I -0.03679 3.02383 4.29115
C 2.74869 2.45694 3.23077
C 3.45353 1.28994 3.50512
C 4.02674 0.53796 2.48408
C 3.88207 0.97727 1.18445
C 3.19824 2.14405 0.86490
C 2.63692 2.89334 1.89435
P 1.78031 4.41910 1.43593
S 3.12467 5.90907 1.05237
C 3.06598 2.51305 -0.59939
O 3.18326 3.65313 -0.97550
C 2.78996 1.33161 -1.47454
C 3.48193 0.15625 -1.14526
C 3.26499 -1.00496 -1.85211
C 2.34211 -1.00913 -2.89412
C 2.08608 -2.32921 -3.59344
C 0.83085 -2.98034 -2.95054
C 1.02161 -3.18393 -1.44025
O 0.50059 -2.09435 -0.64023
C 0.17750 -2.46445 0.62182
C 0.91136 -1.78889 1.77737
O -0.67111 -3.25607 0.90678
C 1.64803 0.15002 -3.26707
C 0.62071 0.23603 -4.38076
C 1.07972 -0.23837 -5.78330
C 2.48456 0.24335 -6.21267
C 3.17835 -0.87416 -7.06134
C 4.39905 -1.52912 -6.37694
N 4.21917 -2.96803 -6.13624
C 1.89174 1.33282 -2.54070
O 1.26229 2.51213 -2.87350
C -0.08836 2.62571 -2.44485
C -0.35692 4.02939 -1.86211
N -1.15882 3.96711 -0.62896
C -2.47904 3.32557 -0.82770
C -2.55308 2.15162 0.13641
C -3.80144 1.28101 0.03664
O -2.36810 2.69838 1.45918
C 4.42200 0.18992 0.01661
O 5.50610 -0.32739 0.02911
H 2.12131 4.12984 6.75191
H 3.78840 4.56595 6.49873
H 2.50506 5.82600 6.51861
H 3.57707 4.74560 4.16521
H 1.84030 5.29010 4.32220
H 2.37824 2.57840 5.31180
H 3.54567 0.91715 4.51903
H 4.55620 -0.38870 2.67170
H 0.97052 4.21917 0.31429
H 1.04847 4.94132 2.51116
H 3.81579 -1.89139 -1.56270
H 2.92654 -2.99315 -3.37131
H 2.03530 -2.24731 -4.67173
H 0.57933 -3.94718 -3.38196
H 0.01954 -2.25673 -3.07026
H 2.08442 -3.29380 -1.19885
H 0.55050 -4.11876 -1.13028
H 1.99845 -1.86469 1.69331
H 0.61106 -2.24299 2.72118
H 0.65685 -0.71748 1.82846
H 0.24198 1.24642 -4.49311
H -0.24070 -0.37828 -4.08961
H 0.94495 -1.31255 -5.89142
H 0.36745 0.19653 -6.49175
H 3.15566 0.43441 -5.37566
H 2.36540 1.08827 -6.88836
H 2.48402 -1.67369 -7.33259
H 3.52401 -0.44581 -8.00521
H 4.62567 -1.06068 -5.41565
H 5.26433 -1.38722 -7.03687
H 4.89011 -3.29383 -5.45442
H 4.31243 -3.51283 -6.98209
H -0.71622 2.54739 -3.33900
H -0.37060 1.82664 -1.75336
H -0.77478 4.67977 -2.63664
H 0.62402 4.42850 -1.58089
H -1.36757 4.93052 -0.38570
H -3.29869 3.99873 -0.55640
H -2.66689 3.01175 -1.85667
H -1.68316 1.49839 -0.11157
H -3.48475 0.24152 0.20433
H -4.48884 1.50565 0.85505
H -4.29599 1.30256 -0.93200
H -2.77791 2.10229 2.10504
Al -0.91048 0.68205 1.76503
F 4.66150 5.78464 -0.35836
C -5.40121 -4.04077 3.47108
C -5.60944 -4.32106 1.97238
C -4.94032 -3.32735 1.03560
F -5.40650 -2.06523 1.19536
F -5.16537 -3.65424 -0.26356
F -6.93087 -4.43652 1.70069
F -5.05960 -5.53348 1.70611
O -6.45697 -3.36475 4.16697
C -6.54852 -2.00246 4.16909
C -7.82165 -1.50724 3.47690
F -7.87937 -1.92221 2.19843
F -7.83464 -0.14734 3.46615
F -5.43527 -1.42924 3.65033
F -6.61083 -1.61175 5.46315
H -5.36088 -5.01712 3.94852
H -4.42895 -3.59387 3.67704
H -3.85831 -3.32917 1.19648
H -8.70605 -1.87061 4.00218
C -2.85205 -5.54813 5.53700
O -2.28224 -6.01727 6.53754
O -4.08994 -6.14700 5.24818
O -2.48502 -4.63646 4.77398
H -4.06658 -6.76649 5.99625

***

137
Properties=species:S:1:pos:R:3 method="wB97M-V/def2-TZVPD" de_lowest_kj_mol=65.5 energy_ev=-169455.1969 smiles="CCOC(=O)C(F)(F)F.CCOC(=O)C(F)(F)F.CCOC(=O)C(F)(F)F.CCOC(=O)C(F)(F)F.CCOC(=O)C(F)(F)F.CCOC(=O)C(F)(F)F.CCOC(=O)C(F)(F)F.CCOC(=O)C(F)(F)F.CCOC(=O)C(F)(F)F.O=S1(=O)OCCO1" orbital_gap_ha=0.40011 homo_ev=-10.933
C 3.25362 -0.73517 -14.85946
C 3.67695 -1.20345 -16.24916
O 3.05638 -2.42346 -16.64781
C 1.79143 -2.37793 -17.01410
O 1.05533 -1.43497 -16.99942
C 1.29056 -3.77734 -17.42576
F 0.26367 -4.09475 -16.63852
F 0.87379 -3.76696 -18.69067
F 2.21737 -4.73100 -17.32836
H 3.58830 -1.44645 -14.10387
H 2.17038 -0.62566 -14.73885
H 3.64510 0.26380 -14.66998
H 4.74043 -1.40946 -16.13680
H 3.55261 -0.42398 -16.99743
C 2.15262 0.54061 -11.10518
C 3.41452 0.33274 -10.30219
O 3.56728 1.37990 -9.33657
C 4.53917 2.24302 -9.56729
O 5.35473 2.16710 -10.43345
C 4.59247 3.33851 -8.48555
F 3.60736 3.23786 -7.59943
F 5.74884 3.25171 -7.82028
F 4.54600 4.52490 -9.09040
H 2.11088 0.01107 -12.05387
H 1.89449 1.59392 -11.20819
H 1.32067 0.12311 -10.52391
H 4.31481 0.29853 -10.91726
H 3.41416 -0.63382 -9.79988
C 2.26615 -3.48468 -10.72715
C 1.24326 -4.19703 -9.86911
O 0.33941 -4.88262 -10.75884
C 0.04102 -6.13102 -10.48776
O 0.39938 -6.78516 -9.55352
C -0.79166 -6.79383 -11.59442
F -1.69731 -7.60023 -11.05559
F -1.38304 -5.94058 -12.42188
F 0.04525 -7.54628 -12.34273
H 1.76069 -2.78545 -11.39002
H 2.83490 -4.19816 -11.32227
H 2.93858 -2.98502 -10.02612
H 0.64782 -3.46758 -9.31033
H 1.62911 -4.84359 -9.08364
C 7.03605 -0.23937 -11.97159
C 8.25825 0.25697 -12.73948
O 8.58618 -0.58100 -13.84196
C 7.72094 -0.67830 -14.83006
O 6.70666 -0.04891 -14.94307
C 8.16620 -1.71657 -15.88448
F 7.14257 -2.55472 -16.09363
F 8.45714 -1.13607 -17.04819
F 9.22766 -2.40845 -15.48913
H 6.12731 0.16158 -12.43122
H 7.00523 0.16147 -10.95852
H 6.87422 -1.31715 -11.92661
H 9.09598 0.24046 -12.05160
H 8.02885 1.26500 -13.07895
C 9.12726 5.59213 -4.71736
C 9.33559 6.73900 -5.69972
O 9.25841 6.29918 -7.07797
C 8.10646 6.39664 -7.68866
O 7.07268 6.80015 -7.23380
C 8.19547 5.95174 -9.16665
F 7.63286 6.82571 -9.98771
F 9.46831 5.75573 -9.53857
F 7.54416 4.77526 -9.28622
H 9.14912 6.05564 -3.73354
H 9.92549 4.85596 -4.83091
H 8.21600 5.03267 -4.92109
H 10.35111 7.10193 -5.57699
H 8.56950 7.49882 -5.56996
C 8.55263 1.77640 -0.85471
C 7.24300 1.13682 -1.30881
O 7.05884 1.05898 -2.72412
C 7.05253 2.16158 -3.42944
O 7.19824 3.28175 -3.03991
C 6.71212 1.89204 -4.90770
F 6.64932 0.60589 -5.23093
F 5.52858 2.46552 -5.16729
F 7.61830 2.48756 -5.68990
H 8.60929 1.67447 0.23216
H 8.66237 2.82526 -1.09134
H 9.34949 1.12835 -1.22973
H 6.38615 1.65499 -0.87140
H 7.21363 0.13009 -0.90248
C 5.13407 5.97429 -4.50019
C 3.72119 6.21690 -4.99901
O 3.79566 6.61761 -6.39955
C 3.96128 7.89677 -6.67169
O 4.08623 8.77573 -5.87125
C 3.86387 8.18038 -8.18372
F 3.86272 7.08461 -8.92708
F 2.72870 8.86408 -8.42167
F 4.87024 8.96686 -8.56441
H 5.68152 6.90985 -4.39654
H 5.65511 5.30332 -5.17840
H 5.04177 5.56733 -3.49191
H 3.23497 6.97936 -4.39619
H 3.14140 5.30332 -5.08313
C 1.49664 1.43534 -6.03817
C 2.60718 1.05057 -5.11160
O 2.65109 2.04450 -4.05118
C 3.21427 1.72603 -2.90804
O 3.60785 0.63681 -2.58247
C 3.22671 2.96413 -1.98781
F 3.21123 4.07069 -2.72955
F 2.15155 2.94582 -1.20351
F 4.31803 2.98658 -1.22007
H 0.51105 1.21225 -5.63263
H 1.54095 0.74949 -6.89574
H 1.58068 2.43596 -6.44418
H 3.58542 1.05662 -5.59032
H 2.47726 0.09043 -4.61158
C 1.43484 4.79857 -11.03082
C 0.77325 4.28989 -9.77895
O 0.24262 5.40686 -9.06452
C -0.17926 5.19236 -7.83841
O -0.39090 4.12256 -7.34850
C -0.42123 6.52322 -7.09563
F -1.42066 6.40286 -6.23154
F 0.70850 6.79296 -6.40227
F -0.66854 7.53210 -7.90926
H 2.37795 5.30871 -10.82235
H 0.84091 5.55266 -11.55114
H 1.63924 3.97653 -11.71761
H 1.52288 3.73581 -9.20529
H -0.04223 3.58933 -9.97332
O -1.56489 -2.46091 -10.96044
S -2.07655 -2.49388 -12.29069
O -3.37668 -2.96968 -12.50637
O -1.81012 -1.08161 -12.95514
C -0.50520 -1.03101 -13.55549
C -0.23956 -2.45283 -14.00506
O -1.01744 -3.31030 -13.19242
H -0.44582 -0.23185 -14.28572
H 0.15449 -0.74427 -12.72855
H 0.81616 -2.72874 -14.02459
H -0.56273 -2.58878 -15.04002